DFT (the ωB97M-V functional and the def2-TZVPD basis) results for a gas-phase ion, C6H12NO (charge -1) in a non-equilibrium geometry.

```
20
C6H12NO (the ωB97M-V functional and the def2-TZVPD basis)
C 0.446 0.171 -2.260
C 0.269 -0.180 -0.973
C -1.029 -0.014 -0.246
C -1.029 0.931 0.967
C -2.072 0.558 2.101
O -3.035 1.455 2.291
N 1.228 -0.787 -0.204
C 2.604 -0.977 -0.612
H 1.368 -0.034 -2.789
H -0.339 0.715 -2.763
H -1.425 -1.001 0.045
H -1.797 0.320 -0.960
H -0.019 0.960 1.391
H -1.253 1.951 0.635
H -2.431 -0.470 1.792
H -1.425 0.377 3.014
H 1.068 -0.994 0.764
H 2.865 -0.220 -1.355
H 3.260 -0.805 0.239
H 2.748 -1.956 -1.077
```

Computed properties:
**LUMO level**: 3.309 eV
**SMILES**: C=C(CCC[O-])NC
**Total charge**: -1
**F_max**: 1.14 eV/A